Record 1
Density functional theory data (the ωB97M-V functional and the def2-TZVPD basis) for an isolated molecule of C48H72O14.

Calculated values
LUMO ... 0.56 eV
ΔE to the lowest compared entry with this formula, charge and spin ... 0.0 kJ/mol
Orbital gap ... 9.4 eV
Total energy ... -79607.987 eV

Positions of all 134 atoms, in Å:
C: 0.81650 5.79252 3.40784
H: 0.92674 6.77718 2.95783
H: 0.54281 5.09130 2.62319
C: 2.11436 5.38454 4.09695
H: 2.37929 6.15771 4.82203
H: 2.92339 5.32397 3.36747
C: 2.02562 4.04075 4.83373
C: 3.23182 3.87336 5.75668
H: 3.34087 4.74726 6.39503
H: 4.13277 3.75717 5.16126
H: 3.12149 3.00169 6.39610
H: 1.11054 4.04256 5.43445
C: 1.92743 2.87839 3.83235
C: 1.65679 1.50124 4.46323
C: 1.79846 0.46163 3.38890
C: 2.40381 0.69891 2.23855
C: 3.04809 2.03095 1.93737
O: 3.14451 2.82959 3.09178
O: 2.21685 2.63956 0.97058
C: 2.67452 3.85990 0.40243
C: 4.15781 3.79551 -0.02538
C: 4.62044 2.34457 -0.00653
C: 4.49097 1.81417 1.41963
H: 5.17385 2.35855 2.07145
H: 4.74638 0.75504 1.45001
H: 5.65303 2.23382 -0.35863
O: 3.74885 1.62655 -0.88224
C: 4.09483 0.42358 -1.32098
O: 5.16398 -0.09349 -1.13291
C: 2.88921 -0.18169 -2.02732
C: 2.46273 -1.44711 -1.34269
C: 3.05063 -2.60594 -1.61064
C: 2.65174 -3.90428 -0.99032
H: 2.22158 -4.56809 -1.74037
H: 1.92421 -3.74188 -0.19992
H: 3.53204 -4.39991 -0.58581
C: 4.21246 -2.62247 -2.58180
O: 4.57872 -3.91148 -3.00134
H: 3.99680 -4.14326 -3.73931
H: 5.08824 -2.20067 -2.07778
C: 3.88877 -1.75530 -3.82444
H: 4.82727 -1.56049 -4.35662
C: 3.14602 -0.43148 -3.52954
C: 1.78616 -0.65248 -4.17104
C: 0.82147 0.25226 -4.29369
C: 0.94801 1.68189 -3.98985
C: 0.16085 2.38462 -3.18239
C: -0.90654 1.81036 -2.30558
C: -2.27983 2.33508 -2.72290
H: -2.28842 3.42239 -2.72711
H: -2.51695 1.98721 -3.72672
H: -3.04118 1.96958 -2.03842
H: -0.89824 0.72046 -2.40883
C: -0.59137 2.09176 -0.80704
C: -0.68081 3.54417 -0.38166
C: 0.35455 4.37754 -0.39365
C: 1.76745 4.11148 -0.81303
H: 2.14799 4.98594 -1.34577
H: 1.84814 3.23999 -1.45845
H: 0.19468 5.38478 -0.02523
C: -2.00053 3.98755 0.18162
H: -2.82175 3.72436 -0.47728
H: -2.00522 5.06120 0.35281
H: -2.17430 3.48111 1.13020
H: 0.42989 1.74184 -0.61704
O: -1.48712 1.32480 0.00579
C: -0.89636 0.30817 0.75185
O: -0.54563 -0.80166 -0.03548
C: -1.65638 -1.44972 -0.63470
C: -1.10807 -2.52494 -1.55940
H: -0.39998 -2.07205 -2.24882
H: -0.59329 -3.28705 -0.98114
H: -1.92281 -2.97422 -2.11819
C: -2.60505 -2.00715 0.44283
H: -2.07982 -2.73706 1.07146
C: -3.07857 -0.82871 1.31576
C: -1.85533 -0.09205 1.87370
H: -2.16356 0.80899 2.40316
H: -1.33299 -0.75418 2.56532
O: -3.90521 -1.32531 2.35164
C: -4.70535 -0.35579 2.98151
H: -5.29857 0.20426 2.24877
H: -5.37203 -0.90001 3.64808
H: -4.10959 0.35022 3.56967
H: -3.66019 -0.14437 0.67794
O: -3.68596 -2.63932 -0.22210
C: -4.33146 -3.65184 0.52194
O: -3.52008 -4.77053 0.72715
C: -3.17165 -5.49981 -0.44266
C: -2.33900 -6.69595 -0.00708
H: -2.10052 -7.29686 -0.87876
H: -1.42389 -6.35728 0.46932
H: -2.90301 -7.29336 0.70362
H: -2.58370 -4.86349 -1.11691
C: -4.42708 -5.94131 -1.20645
O: -4.02995 -6.58680 -2.39035
H: -4.82663 -6.69153 -2.92626
H: -5.01677 -6.62751 -0.57745
C: -5.29548 -4.71540 -1.52012
C: -5.62960 -3.99378 -0.21481
H: -6.23682 -4.64690 0.41316
H: -6.16979 -3.06765 -0.40615
O: -6.43076 -5.20306 -2.21508
C: -7.20787 -4.21372 -2.84222
H: -7.72757 -3.58131 -2.11563
H: -6.59083 -3.57876 -3.48904
H: -7.94351 -4.74244 -3.44601
H: -4.72903 -4.03244 -2.17357
H: -4.54972 -3.28944 1.53466
H: -2.23260 -0.71917 -1.22174
H: 0.05955 0.65082 1.17992
H: 0.28664 3.45554 -3.10912
H: 1.75111 2.18735 -4.51066
H: -0.13384 -0.06359 -4.69791
C: 1.72678 -2.09263 -4.58380
H: 1.23744 -2.24460 -5.54921
O: 3.07020 -2.50977 -4.71611
H: 1.20812 -2.69843 -3.82376
O: 3.83497 0.69521 -4.02478
H: 3.97293 0.58445 -4.97332
H: 1.64040 -1.36955 -0.64783
H: 2.09963 0.57007 -1.95586
H: 4.78356 4.36467 0.66213
H: 4.27131 4.20723 -1.02753
H: 2.54136 4.66658 1.13819
H: 2.48036 -0.03867 1.45507
H: 1.37457 -0.51101 3.59811
C: 0.26941 1.41327 5.09642
H: 0.07779 0.39800 5.43668
H: -0.49240 1.68271 4.36760
H: 0.18576 2.07893 5.95110
H: 2.41503 1.29941 5.22837
H: 1.10575 3.07770 3.12786
H: 0.00143 5.83632 4.12800


Record 2
Density functional theory data (the ωB97M-V functional and the def2-TZVPD basis) for a structure of composition C5H10N2O.

Calculated values
LUMO (spin up / spin down) ... -1.26 / -1.16 eV
ΔE to the lowest compared entry with this formula, charge and spin ... 532.5 kJ/mol
Orbital gap (spin up / spin down) ... 6.8 / 6.8 eV
Total energy ... -10369.786 eV

Positions of all 18 atoms, in Å:
C: -1.52052 0.43539 0.51244
N: -0.66628 -2.16803 0.30271
C: -0.23884 -1.21281 -0.65303
N: -0.81538 0.07460 -0.68981
H: -0.48927 -3.11379 -0.00286
H: -0.20770 -2.01293 1.19861
H: -0.13140 -1.62205 -1.65494
H: -2.36754 -0.24774 0.61478
H: -1.84404 1.47269 0.42871
H: -0.89185 0.31337 1.40756
C: 1.21973 -0.38941 -0.17507
C: 0.80971 1.10639 -0.71140
C: 0.92207 2.15773 0.13037
O: 1.45187 -0.52033 1.05158
H: 1.93641 -0.70779 -0.94779
H: 0.90758 1.25907 -1.77981
H: 0.99851 3.17328 -0.23322
H: 0.92695 2.00235 1.20116


Record 3
Density functional theory data (the ωB97M-V functional and the def2-TZVPD basis) for a structure of composition C27H28N2O6TeZn.

Calculated values
Spin multiplicity ... 2
LUMO (spin up / spin down) ... 2.38 / 1.89 eV
Charge ... -1
ΔE to the lowest compared entry with this formula, charge and spin ... 0.0 kJ/mol
Orbital gap (spin up / spin down) ... 6.9 / 7.4 eV
Total energy ... -99433.600 eV
<S²> ... 0.763

Positions of all 65 atoms, in Å:
Zn: 0.17595 0.05033 0.52061
O: -4.25167 -2.44605 3.73101
C: -3.32947 -1.82556 2.94680
C: -3.13974 -0.44483 2.99891
C: -2.17730 0.09692 2.16903
N: -1.47286 -0.69168 1.38247
C: -1.65002 -1.99720 1.28767
C: -2.59335 -2.62841 2.07289
C: -0.75032 -2.63345 0.21483
O: -0.87172 -3.82822 0.00049
O: 0.03091 -1.80485 -0.37384
C: -1.82850 1.58628 1.99814
O: -2.44309 2.38436 2.69432
O: -0.93803 1.80913 1.11801
H: -4.68908 -1.78703 4.28090
H: -3.71849 0.20138 3.64599
H: -2.75855 -3.69295 2.00421
C: 1.55794 -0.37692 3.57221
C: 2.16515 0.67488 2.63961
O: 2.83364 1.58808 3.11924
N: 1.89867 0.47233 1.34363
Te: 2.44997 2.11976 -0.02954
C: 3.43869 3.99144 -0.69285
C: 4.04121 4.09053 -1.94374
C: 4.03496 2.96638 -2.94030
C: 4.68115 5.28318 -2.28481
C: 4.71971 6.36550 -1.42198
C: 5.43527 7.63459 -1.79716
C: 4.07318 6.25328 -0.19738
C: 3.42299 5.08390 0.18018
C: 2.73710 5.02702 1.51761
C: 4.17517 0.97152 -0.49211
C: 5.39571 1.23446 0.13292
C: 5.58617 2.33020 1.14188
C: 6.48980 0.42365 -0.17013
C: 6.39706 -0.63847 -1.05277
C: 7.58840 -1.50177 -1.36719
C: 5.16432 -0.89507 -1.63633
C: 4.04659 -0.11221 -1.36883
C: 2.74534 -0.49924 -2.01674
H: 2.29021 -0.64236 4.33323
H: 1.22794 -1.27018 3.04487
H: 0.70108 0.07739 4.07547
H: 3.03712 2.53617 -3.04311
H: 4.70242 2.15796 -2.63694
H: 4.35547 3.32545 -3.91814
H: 5.15820 5.36177 -3.25601
H: 5.76350 7.60872 -2.83570
H: 6.31717 7.78881 -1.17257
H: 4.78955 8.50477 -1.66802
H: 4.06754 7.09932 0.48123
H: 2.69222 6.02075 1.96312
H: 3.25714 4.35980 2.20665
H: 1.71700 4.64706 1.44154
H: 4.79493 2.30683 1.89066
H: 5.58448 3.31388 0.66779
H: 6.54205 2.20044 1.64944
H: 7.43685 0.62955 0.31546
H: 8.45835 -1.19761 -0.78584
H: 7.85197 -1.44080 -2.42459
H: 7.38305 -2.55017 -1.14360
H: 5.06061 -1.73124 -2.31903
H: 2.93188 -1.12767 -2.88778
H: 2.17302 0.37050 -2.34074
H: 2.11172 -1.07191 -1.33173


Record 4
Density functional theory data (the ωB97M-V functional and the def2-TZVPD basis) for an isolated molecule of C5H10O.

Calculated values
LUMO ... 1.02 eV
ΔE to the lowest compared entry with this formula, charge and spin ... 51.0 kJ/mol
Orbital gap ... 10.5 eV
Total energy ... -7394.236 eV
SMILES ... CCCC(C)=O

Positions of all 16 atoms, in Å:
C: -0.55570 0.57494 -2.15273
C: 0.36275 0.80561 -0.96940
C: 0.51099 -0.46819 -0.10590
C: -0.42349 -0.38876 1.05640
C: 0.18372 -0.63780 2.39266
O: -1.59603 -0.12714 0.87212
H: -1.49476 0.17552 -1.76083
H: -0.76963 1.49533 -2.70431
H: -0.11224 -0.15790 -2.83452
H: 1.33788 1.21288 -1.27853
H: -0.08738 1.58061 -0.33134
H: 1.55205 -0.69369 0.13830
H: 0.07237 -1.43492 -0.42623
H: 0.46377 0.37216 2.71189
H: -0.54269 -1.07649 3.07276
H: 1.09837 -1.23215 2.31966


Record 5
Density functional theory data (the ωB97M-V functional and the def2-TZVPD basis) for a cluster of 5 separate species, C18H46N5O4 in total.

Calculated values
LUMO ... -3.64 eV
Charge ... +1
Orbital gap ... 7.4 eV
Total energy ... -35041.919 eV

Positions of all 73 atoms, in Å:
N: 2.04842 0.51112 -2.17087
N: 0.82318 1.11803 -1.87244
C: 0.57236 2.31178 -1.13243
N: -0.86263 2.50754 -1.09028
C: -1.34982 1.37111 -1.80765
N: -2.61892 0.98171 -2.07552
N: -0.31571 0.50541 -2.31980
H: 1.83878 -0.17056 -2.91384
H: 2.31516 -0.00934 -1.31144
H: 1.36800 2.96936 -0.66020
H: -3.29548 1.12622 -1.30837
H: -2.90550 0.53812 -2.95792
H: -0.42148 -0.36654 -2.85645
C: 4.37284 5.20539 2.85818
C: 3.16516 5.32628 1.94619
O: 2.55519 4.07576 1.64465
C: 2.03589 3.34330 2.74776
C: 0.93603 4.07417 3.49701
H: 5.09118 4.48753 2.45476
H: 4.86544 6.17384 2.96900
H: 4.09068 4.86020 3.85490
H: 3.48779 5.74863 0.99158
H: 2.42669 6.02074 2.35888
H: 2.84502 3.04765 3.42249
H: 1.62264 2.41822 2.33462
H: 1.31862 4.96669 3.99778
H: 0.49784 3.42642 4.25925
H: 0.14899 4.39728 2.81086
C: -4.65984 -3.07996 -6.89640
C: -3.92722 -2.98773 -5.56954
O: -4.18144 -1.77736 -4.86430
C: -5.53188 -1.53775 -4.48694
C: -6.09430 -2.59097 -3.54866
H: -4.45789 -2.19928 -7.51136
H: -4.34684 -3.97224 -7.44317
H: -5.74090 -3.13898 -6.75478
H: -2.85156 -3.01174 -5.76198
H: -4.14840 -3.85191 -4.93524
H: -6.16070 -1.42279 -5.37492
H: -5.54071 -0.57178 -3.97344
H: -6.18225 -3.56120 -4.04350
H: -7.08894 -2.30194 -3.20254
H: -5.44198 -2.72515 -2.68187
C: -3.13218 -7.20352 -1.75265
C: -4.28732 -6.99768 -2.71714
O: -3.89777 -6.40966 -3.95096
C: -2.97003 -7.14550 -4.73718
C: -3.48661 -8.50621 -5.16938
H: -2.58206 -6.27063 -1.60450
H: -3.50066 -7.55402 -0.78581
H: -2.42366 -7.94524 -2.12712
H: -5.00459 -6.30997 -2.26265
H: -4.82488 -7.93446 -2.89439
H: -2.01294 -7.23406 -4.21293
H: -2.78019 -6.54365 -5.63016
H: -3.61559 -9.17499 -4.31473
H: -2.78507 -8.97932 -5.85969
H: -4.45844 -8.41276 -5.65995
C: 7.60034 3.60247 7.82193
C: 7.16372 4.62625 6.78848
O: 5.82343 4.45202 6.34897
C: 4.81282 4.56804 7.34074
C: 4.76704 5.93374 8.00299
H: 7.41813 2.58735 7.46051
H: 8.66449 3.71350 8.04253
H: 7.05251 3.71932 8.75938
H: 7.79334 4.51929 5.90205
H: 7.31488 5.64652 7.15550
H: 4.91602 3.77126 8.08427
H: 3.86131 4.39472 6.83026
H: 5.66605 6.12130 8.59527
H: 3.90656 6.00525 8.67175
H: 4.69986 6.72530 7.25255


Record 6
Density functional theory data (the ωB97M-V functional and the def2-TZVPD basis) for an isolated molecule of C7H14.

Calculated values
LUMO ... 1.11 eV
ΔE to the lowest compared entry with this formula, charge and spin ... 84.0 kJ/mol
Orbital gap ... 10.7 eV
Total energy ... -7485.423 eV
SMILES ... CC[C@@]1(C)C[C@H]1C

Positions of all 21 atoms, in Å:
C: 0.19856 -1.68136 1.71383
C: -0.15255 -0.26743 1.25071
C: -0.39497 -0.09015 -0.25389
C: -0.74838 -1.34566 -1.03067
C: -1.09527 1.17933 -0.66765
C: 0.34242 0.96596 -1.05468
C: 1.43622 1.86696 -0.52999
H: 0.39712 -1.68088 2.79033
H: -0.62658 -2.37765 1.53729
H: 1.08420 -2.08056 1.21065
H: -1.05938 0.04311 1.78519
H: 0.63748 0.41577 1.58449
H: -1.56984 -1.90176 -0.56699
H: 0.11135 -2.02090 -1.11021
H: -1.06203 -1.09039 -2.04795
H: -1.87022 1.13541 -1.43029
H: -1.29149 1.90420 0.12268
H: 0.49600 0.68856 -2.09812
H: 2.42658 1.42255 -0.68165
H: 1.32523 2.08775 0.53598
H: 1.41554 2.82714 -1.05906